54
Properties=species:S:1:pos:R:3:mulliken_charge:R:1 method="wB97M-V/def2-TZVPD" homo_lumo_gap_ev=9.13 smiles="CCCc1cc(=O)[nH]c(SCC(=O)N(C)CC(=O)Nc2ccccc2CC)n1" max_force_ev_per_a=0.7 e_above_lowest_kcal_mol=2.23 total_charge=0 e_homo_ha=-0.31914 e_tot_ev=-44102.468
H 4.57955 -2.12446 -1.73586 0.40
C 1.72789 0.60143 3.09899 -1.53
H -0.67066 1.03763 -1.98190 0.38
N -2.37927 0.43559 0.49661 -0.10
H -0.43883 -3.33379 -1.58531 0.37
H -4.54541 -2.46763 -0.77083 0.42
C -2.45372 -2.00875 -0.85482 0.38
H 4.19918 -0.71287 -2.72813 0.35
H -3.92761 2.51469 -1.43894 0.24
O -2.43317 4.31251 -0.63662 -0.69
H 1.19328 1.76324 1.37613 -0.04
H 2.64719 1.15325 3.27801 0.42
C -1.46904 1.29997 1.04541 0.43
C 0.78066 2.58663 -1.71601 -0.64
H -2.71502 -3.65244 1.53879 0.34
O 1.31184 -1.92116 0.73488 -0.61
H -1.08188 0.48304 2.95423 0.57
H 1.96613 -0.29710 2.53570 0.20
C -1.92987 -2.90804 1.38536 -1.07
H 2.43847 3.88928 -1.34098 0.41
H 0.11260 3.37701 -2.02164 0.45
H 4.44519 -0.10420 -0.31821 0.60
C -3.21842 0.91313 -0.36085 0.10
S -4.41468 -0.13766 -1.08778 -0.25
H -3.95888 -1.64323 0.70185 0.40
C 3.52293 -0.56486 -0.67697 -0.82
H -1.01760 -3.25445 1.86519 0.35
C -1.44573 2.61915 0.71851 -0.18
C 0.73665 1.45612 2.31872 -0.18
C 2.51443 0.51197 -0.95348 0.85
H -0.02592 -3.99942 0.02078 0.52
C -2.36171 3.16965 -0.24257 -0.29
N 0.60187 -1.04395 -1.25961 0.29
N -1.66380 -2.71260 -0.02281 0.33
C 0.34111 1.27902 -1.68607 -0.15
H 0.49544 2.35408 2.89121 0.49
H 3.95473 2.06391 -0.71887 0.40
C 1.18069 0.24567 -1.27524 0.37
C 2.08178 2.87058 -1.33704 -0.97
H -0.18361 -1.14316 -1.90161 0.42
C 2.92992 1.84000 -0.97858 -0.77
O -2.08698 -1.68094 -1.97289 -0.72
H 2.93146 -1.86631 -2.30995 0.31
C -0.53326 0.66262 2.02367 0.43
H 3.15847 -1.23709 0.09954 0.09
H 1.31006 0.30772 4.05986 0.42
C -3.86451 -1.71177 -0.37692 -0.50
H -2.21666 -1.96655 1.85571 0.37
N -3.25180 2.20319 -0.75074 -0.03
C -0.35411 -3.11080 -0.51953 -1.66
C 0.63988 -1.96440 -0.27693 0.59
H -0.25123 -0.31501 1.63112 -0.60
H -0.73402 3.29987 1.15089 0.41
C 3.82602 -1.36836 -1.94346 -1.30

---

54
Properties=species:S:1:pos:R:3:mulliken_charge:R:1 method="wB97M-V/def2-TZVPD" homo_lumo_gap_ev=7.83 smiles="C=CCNC(=O)NC(=O)COC(=O)/C(C#N)=C/c1cc(C)n(CC(C)C)c1C" max_force_ev_per_a=1.0 e_above_lowest_kcal_mol=48.94 total_charge=0 e_homo_ha=-0.29881 e_tot_ev=-35313.164
H -6.03636 -1.18316 4.16377 0.27
C 1.33510 1.58344 -1.11647 0.31
C 0.21433 2.30289 -3.84740 -0.17
C -4.84785 -2.50079 3.05349 -0.05
C 1.73029 1.08316 0.13586 0.60
C 2.55830 -1.88328 1.37144 -1.55
N 3.06635 0.87877 0.10303 0.39
H -2.99493 -3.02293 2.13114 0.36
C 3.92706 -1.24432 1.15965 1.06
H -4.63675 2.57409 -1.27787 0.37
C 0.85164 0.87806 1.31736 -1.84
H 2.10462 -1.55136 2.30092 0.33
C -4.26412 0.50981 -0.82547 0.79
H -4.36205 1.55740 -2.71010 0.37
H -4.89252 -3.29747 3.78377 0.33
H 4.58639 -2.88965 -0.06246 0.46
C -4.03529 -2.84420 1.83874 -0.76
H 4.88966 0.68116 1.03817 0.52
H 4.56608 -1.50892 2.01055 0.37
C -0.55281 2.11919 -2.67999 0.32
N 0.83143 2.47296 -4.79988 -0.59
H 5.11611 1.79767 -2.44191 0.39
C -4.03353 1.75445 -1.68060 -0.59
O -1.79950 -1.32202 0.95358 -0.72
H 2.66373 -2.96446 1.41945 0.49
C 2.52115 1.70515 -1.89669 -1.11
C 4.56428 -1.80351 -0.10913 -1.60
H -2.25232 0.41538 -0.62815 0.10
H 2.58044 2.07680 -2.89820 0.51
C -0.01002 1.83036 -1.45788 0.39
N -3.11562 -0.05110 -0.36990 -0.04
H -0.70700 1.73154 -0.63591 0.80
C 3.87173 0.30088 1.14965 -1.64
H 5.58838 -1.45378 -0.21866 0.33
H 3.49209 0.64166 2.11694 0.43
C -2.92157 -1.11456 0.54209 0.48
C 5.00962 1.34039 -1.46221 -1.57
H 3.98920 -1.51577 -0.98634 0.34
H 1.88923 -1.64844 0.54841 0.28
H 5.46953 0.35578 -1.49461 0.21
C -2.00546 2.12558 -2.87487 0.42
C -5.46994 -1.35704 3.26564 -0.78
H 0.23603 1.76482 1.46816 0.57
N -4.02348 -1.80676 0.83800 -0.22
H 1.42619 0.71233 2.22286 0.31
O -2.67074 2.12323 -1.67499 -0.37
H 0.18092 0.02794 1.18028 0.25
H -4.42700 -3.76858 1.39575 0.34
C 3.56111 1.28538 -1.12768 0.55
O -2.58605 2.07984 -3.92865 -0.62
H -4.90817 -1.47750 0.46427 0.34
O -5.37728 0.09342 -0.58490 -0.70
H -5.44387 -0.54511 2.55820 0.23
H 5.55322 1.95121 -0.74021 0.33

---

48
Properties=species:S:1:pos:R:3:mulliken_charge:R:1 method="wB97M-V/def2-TZVPD" homo_lumo_gap_ev=7.96 smiles="C=CC[NH2+]CCOc1ccc(C(C)(C)c2ccccc2)cc1" max_force_ev_per_a=0.8 e_above_lowest_kcal_mol=29.65 total_charge=+1 e_homo_ha=-0.39527 e_tot_ev=-24692.757
H 6.55869 0.84554 -1.74696 0.40
C 3.80036 0.86280 0.91888 -0.01
C 2.79225 -1.27201 0.08517 2.83
C 1.06487 0.40027 -0.60816 -0.27
H 4.21880 -2.48215 1.14762 0.42
H 2.56503 -1.55582 -2.06369 0.46
C -0.17735 1.00594 -0.54017 -0.92
H -1.47371 -0.79409 2.00290 0.41
H -4.32505 2.96703 0.89152 0.45
H 0.72193 -1.85801 1.86918 0.43
O -2.36834 1.10407 0.57249 -0.39
C 3.83258 -0.16579 -0.01905 -0.41
H -2.28208 2.97032 -0.34256 0.48
C 3.18976 -2.15426 1.27658 -2.12
C -5.30744 -2.32944 -0.40098 -0.76
N -4.89543 0.99597 0.43578 -0.06
H 3.63222 -2.73459 -1.28357 0.48
C 0.48959 -1.05917 1.18488 -0.25
C 1.42397 -0.63547 0.24777 -0.59
H -4.44038 -2.40584 -1.03633 0.24
H 4.69874 2.66203 1.63678 0.39
C -5.88299 -1.17213 -0.13436 -0.13
C 5.73888 1.87544 -0.06165 -0.41
C 2.72030 -2.15505 -1.16985 -2.13
C -4.30631 2.29639 0.03103 -0.93
H 2.56001 -3.03886 1.33880 0.46
H 1.77572 0.75504 -1.33870 0.47
H -0.40715 1.81412 -1.21658 0.40
C -2.84885 2.03373 -0.37332 -0.61
H -4.87236 2.74253 -0.78619 0.34
H 1.88853 -2.85122 -1.07589 0.42
C -0.75632 -0.46633 1.26576 -0.92
H -5.69161 -3.25345 -0.00751 0.29
H -5.64650 1.11887 1.12088 0.40
C -1.08910 0.56901 0.40498 0.93
H -6.20007 0.66990 -1.18598 0.33
H -6.76206 -1.11981 0.49288 0.31
H -4.57436 -0.02819 -1.37940 0.36
C 4.83899 -0.15691 -0.97410 -0.07
H 4.90257 -0.93965 -1.71300 0.35
H -4.08554 0.51704 0.89250 0.40
C 5.78338 0.85669 -0.99534 -0.82
H 6.47651 2.66325 -0.07948 0.41
C -5.39186 0.13782 -0.67714 -0.51
C 4.74159 1.87432 0.89909 -0.89
H 3.02463 0.87147 1.67230 0.38
H -2.78338 1.61996 -1.38838 0.48
H 3.12831 -1.60133 2.21059 0.47

---

66
Properties=species:S:1:pos:R:3:mulliken_charge:R:1 method="wB97M-V/def2-TZVPD" homo_lumo_gap_ev=7.41 max_force_ev_per_a=1.0 total_charge=+1 e_homo_ha=-0.39933 e_tot_ev=-75071.869
O -3.33410 5.09384 0.04792 -0.58
H -1.21404 -0.45379 0.67122 0.09
C 1.29232 -6.46030 -3.90632 -1.12
N 0.33227 -2.40891 1.96603 -0.35
H -2.62875 -7.13995 -3.28436 0.45
H 0.47392 2.06693 0.76782 0.72
H 1.45457 0.07333 2.10834 0.66
C -2.07273 1.43766 0.50674 0.68
C -0.95916 0.54219 1.05120 0.28
C 1.63964 0.30039 1.05452 1.19
O 1.10972 -7.88260 -5.76598 -0.56
C -4.48764 7.15095 0.20964 -1.03
H 4.12824 0.71438 -0.63046 0.52
H 6.63669 1.02305 0.62156 0.09
O -5.64738 9.13102 0.72703 -0.56
C -5.08892 7.98676 1.07116 0.25
C 0.38856 1.01083 0.50853 -2.24
H 2.93756 1.82363 1.91863 0.40
H 5.24565 -0.96293 0.56308 0.47
C -0.89184 -7.54346 -4.53704 1.08
F -2.29401 1.12793 -0.78413 -0.29
C 2.80531 1.31650 0.96098 -1.72
H -4.41490 7.35483 -0.84911 0.43
O -1.02604 0.59192 2.45513 -0.59
F -3.21458 1.28126 1.17156 -0.27
H 0.37818 -8.38999 -6.17869 0.39
O 1.10735 -5.09810 -1.98591 -0.62
B 0.85997 -2.20597 0.66422 -0.16
C 3.27840 -1.60922 0.80876 -1.55
H 3.65313 -2.36460 0.11907 0.48
H -0.64102 -2.62480 2.12801 0.28
H 2.52815 2.08355 0.23582 0.57
O -1.40136 -8.27609 -5.36165 -0.60
C 0.60124 -5.85266 -2.81006 1.01
H -0.73106 -0.24728 2.81583 0.41
H 2.34643 -6.26330 -4.03887 0.43
C 4.13553 0.77397 0.45812 -0.34
H -5.99773 9.52284 1.55377 0.38
H 4.62822 -0.50168 2.00598 0.47
H 2.53427 -1.52280 -1.60016 0.28
P 5.55450 1.83987 0.99909 0.24
N 4.40376 -0.59694 1.00845 -0.03
C -1.57681 -6.93434 -3.42112 -0.91
C 1.95039 -1.02958 0.32877 0.54
O -3.47997 4.47307 2.54303 -0.53
S 5.51174 2.29775 2.86728 -0.30
H 1.15474 -0.67397 -1.55501 0.24
H 0.37642 0.96904 -0.58248 0.48
H 5.52227 2.86589 0.04487 0.14
H -3.12823 4.08986 1.71312 0.29
O 0.46847 -3.04523 -0.34457 -0.51
C -4.62602 6.46188 3.06685 -1.02
C -5.18500 7.69394 2.55976 1.12
H 1.17038 -3.46028 -0.86360 0.41
O -1.39672 -5.51532 -1.55509 -0.56
C 0.59424 -7.26538 -4.72967 0.35
H -0.68137 -4.98696 -1.14693 0.34
H 0.72320 -1.88010 2.73223 0.28
C -4.02948 5.62758 2.20366 0.34
F -1.74678 2.74340 0.55832 -0.26
H -4.70779 6.25333 4.12402 0.43
C -0.87808 -6.13508 -2.60222 0.23
H 3.14946 -2.09589 1.77555 0.40
C -3.91623 5.92955 0.71952 1.12
N 2.06368 -0.76486 -1.11787 -0.59
O -5.74083 8.53947 3.23609 -0.62